The following is a DFT calculation (ωB97M-V/def2-TZVPD) of a structure of composition C39H30AsMoN4O6S9.

F_max ... 0.0032 hartree/bohr
Total charge ... -1
Frontier orbital gap ... 0.1904 Ha
2S+1 ... 1
E ... -219391.5438 eV
Highest occupied orbital energy ... -3.5 eV

Atoms and positions in Å:
Mo1 -1.634 -0.301 0.333
S1 -0.897 3.623 3.025
C1 -1.183 2.273 2.097
S2 -1.497 0.678 2.663
S3 -1.132 2.179 0.385
C2 -1.867 -2.930 2.901
C3 -3.112 -2.229 2.502
N1 -3.202 -1.305 1.580
C4 -4.494 -0.829 1.471
C5 -5.392 -1.390 2.317
S4 -4.605 -2.556 3.285
C6 -4.730 0.149 0.425
C7 -5.902 0.738 0.083
S5 -5.655 1.742 -1.273
C8 -3.991 1.311 -1.312
N2 -3.640 0.481 -0.361
C9 -3.100 1.877 -2.360
H1 -1.410 -3.391 2.025
H2 -2.072 -3.690 3.655
H3 -1.159 -2.209 3.307
H4 -6.444 -1.181 2.406
H5 -6.862 0.632 0.559
H6 -3.638 2.605 -2.967
H7 -2.710 1.093 -3.010
H8 -2.261 2.375 -1.876
C10 1.860 -3.429 4.846
C11 1.622 -2.065 4.948
C12 1.341 -1.316 3.813
C13 1.296 -1.925 2.561
C14 1.544 -3.290 2.464
C15 1.823 -4.039 3.600
As1 0.770 -0.889 0.981
C16 1.982 -1.672 -0.323
C17 1.830 -2.853 -1.032
C18 2.781 -3.214 -1.976
C19 3.857 -2.377 -2.234
C20 4.012 -1.190 -1.534
C21 3.083 -0.843 -0.560
C22 3.160 0.356 0.301
C23 4.230 1.246 0.341
C24 4.216 2.293 1.250
C25 3.136 2.472 2.105
C26 2.059 1.596 2.064
C27 2.080 0.536 1.171
H9 2.079 -4.011 5.732
H10 1.653 -1.578 5.915
H11 1.140 -0.256 3.906
H12 1.528 -3.776 1.496
H13 2.018 -5.101 3.509
H14 0.964 -3.484 -0.877
H15 2.659 -4.130 -2.539
H16 4.574 -2.642 -3.002
H17 4.839 -0.530 -1.764
H18 5.070 1.122 -0.331
H19 5.053 2.979 1.286
H20 3.119 3.302 2.801
H21 1.217 1.755 2.724
S6 -1.656 -2.652 -0.745
C28 -3.242 -2.474 -1.358
N3 -3.423 -1.827 -2.540
C29 -4.623 -1.535 -3.072
C30 -5.773 -1.938 -2.460
C31 -5.651 -2.675 -1.268
C32 -4.421 -2.949 -0.735
H22 -2.573 -1.468 -3.015
H23 -4.597 -0.974 -3.996
H24 -6.734 -1.697 -2.889
H25 -6.541 -3.028 -0.761
H26 -4.315 -3.510 0.183
O1 0.096 1.365 -3.705
S7 -0.190 -0.188 -3.105
O2 -1.386 -0.543 -3.860
O3 -0.445 0.051 -1.695
O4 0.988 -0.917 -3.426
O5 5.408 1.830 -2.766
S8 4.489 2.822 -3.245
O6 4.842 3.570 -4.416
N4 2.977 2.158 -3.465
C33 2.145 2.707 -2.659
S9 0.439 2.527 -2.622
C34 2.674 3.702 -1.677
C35 2.032 4.345 -0.630
C36 2.778 5.251 0.116
C37 4.117 5.490 -0.172
C38 4.765 4.807 -1.197
C39 4.015 3.915 -1.929
H27 1.003 4.127 -0.365
H28 2.306 5.756 0.949
H29 4.672 6.199 0.429
H30 5.816 4.961 -1.404

=====

The following is a DFT calculation (ωB97M-V/def2-TZVPD) of a cluster of 7 separate species, C39H30O25 in total at a distorted geometry.

F_max ... 0.2571 hartree/bohr
Frontier orbital gap ... 0.2199 Ha
Structure (SMILES) ... O=C1C=C(O)C(=O)C=C1O.O=C1C=C(O)C(=O)C=C1O.O=C1C=C(O)C(=O)C=C1O.O=C1C=C(O)C(=O)C=C1O.O=C1C=C(O)C(=O)C=C1O.O=C1C=C(O)C(=O)C=C1O.CC(C)=O
2S+1 ... 1
E ... -92094.0801 eV
Highest occupied orbital energy ... -8.9 eV

Atoms and positions in Å:
O1 -7.594 1.959 1.243
C1 -7.293 2.059 2.419
C2 -5.886 1.948 2.778
C3 -5.514 1.908 4.287
O2 -4.339 1.334 4.597
C4 -6.549 2.220 5.344
O3 -6.287 2.233 6.550
C5 -7.949 2.324 4.873
C6 -8.330 2.349 3.385
O4 -9.675 2.396 2.968
H1 -5.178 1.493 1.973
H2 -3.751 1.094 3.926
H3 -8.601 2.513 5.643
H4 -9.650 2.249 1.966
O5 1.697 1.069 -0.920
C7 0.803 0.673 -0.179
C8 -0.083 1.582 0.442
C9 -1.015 1.087 1.535
O6 -1.641 1.940 2.400
C10 -1.303 -0.385 1.742
O7 -2.296 -0.692 2.442
C11 -0.482 -1.305 1.010
C12 0.635 -0.721 0.059
O8 1.481 -1.676 -0.438
H5 0.051 2.672 0.346
H6 -1.299 2.864 2.312
H7 -0.689 -2.291 1.273
H8 1.969 -1.399 -1.315
O9 0.599 -4.202 2.903
C13 -0.181 -5.060 2.571
C14 -1.486 -4.800 2.103
C15 -2.461 -5.883 1.752
O10 -3.832 -5.733 1.608
C16 -2.043 -7.270 1.545
O11 -2.806 -8.153 1.104
C17 -0.726 -7.529 1.999
C18 0.252 -6.455 2.578
O12 1.483 -6.847 3.126
H9 -1.970 -3.797 2.208
H10 -3.879 -4.938 1.790
H11 -0.439 -8.677 2.177
H12 2.090 -6.131 3.266
O13 2.073 -0.891 -7.917
C19 1.662 -0.780 -6.748
C20 2.453 -1.094 -5.625
C21 2.006 -1.084 -4.147
O14 2.752 -1.475 -3.142
C22 0.612 -0.721 -3.897
O15 0.111 -0.906 -2.865
C23 -0.181 -0.112 -5.030
C24 0.329 -0.091 -6.391
O16 -0.330 0.534 -7.388
H13 3.550 -1.426 -5.490
H14 3.366 -2.031 -3.475
H15 -0.966 0.301 -4.609
H16 0.096 0.996 -8.080
O17 5.635 0.436 -3.097
C25 5.069 1.079 -3.905
C26 3.782 1.714 -3.441
C27 2.885 2.419 -4.440
O18 1.898 3.331 -4.214
C28 3.209 2.289 -5.970
O19 2.412 2.743 -6.769
C29 4.439 1.638 -6.399
C30 5.366 1.087 -5.292
O20 6.431 0.411 -5.725
H17 3.499 1.683 -2.413
H18 1.890 3.568 -3.220
H19 4.501 1.740 -7.452
H20 6.900 0.209 -4.826
O21 1.814 8.358 5.555
C31 1.267 7.536 4.806
C32 0.683 6.332 5.322
C33 -0.172 5.406 4.355
O22 -1.119 4.606 4.738
C34 -0.132 5.674 2.893
O23 -0.749 4.944 2.097
C35 0.431 6.920 2.436
C36 1.143 7.872 3.418
O24 1.841 9.076 3.011
H21 0.593 6.204 6.317
H22 -1.118 4.551 5.608
H23 0.407 7.409 1.453
H24 2.524 9.358 3.625
C37 2.843 -6.835 -0.098
C38 3.633 -5.786 -1.097
C39 3.186 -4.289 -1.028
O25 4.338 -6.171 -1.996
H25 3.414 -7.680 -0.311
H26 1.822 -6.728 -0.198
H27 3.145 -6.702 0.853
H28 3.559 -3.774 -0.185
H29 1.894 -4.320 -1.064
H30 3.472 -3.543 -1.935